*one*
10
Properties=species:S:1:pos:R:3 method="wB97M-V/def2-TZVPD" charge=-1 lumo_energy_ha=0.1558
C -1.68 0.14 0.29
C -0.54 0.56 0.88
N 0.71 0.19 0.48
H -1.64 -0.62 -0.48
H -2.64 0.49 0.65
H -0.64 1.38 1.60
H 0.89 -0.45 -0.40
H 1.43 0.25 1.17
S 1.59 -1.43 -1.92
H 2.52 -0.53 -2.28



*two*
10
Properties=species:S:1:pos:R:3 method="wB97M-V/def2-TZVPD" charge=-1 lumo_energy_ha=0.1531
S -2.22 -0.12 0.59
H -1.97 1.19 0.42
C 2.74 0.18 -0.59
C 1.54 0.31 0.02
N 0.56 -0.39 -0.55
H 2.70 -0.58 -1.34
H 3.61 0.83 -0.40
H 1.43 0.81 1.00
H 0.57 0.03 -1.50
H -0.43 -0.67 -0.26



The most stable of them is *one*.



*one*
10
Properties=species:S:1:pos:R:3 method="wB97M-V/def2-TZVPD" charge=-1 lumo_energy_ha=0.1531
S -3.05 0.12 -0.92
H -3.45 -0.24 -2.18
C 1.99 0.33 0.62
C 0.93 -0.27 -0.03
N -0.30 -0.37 0.56
H 1.56 0.77 1.54
H 2.80 0.61 0.00
H 1.08 -0.50 -1.13
H -0.49 -0.39 1.56
H -1.06 -0.06 -0.03



*two*
10
Properties=species:S:1:pos:R:3 method="wB97M-V/def2-TZVPD" charge=-1 lumo_energy_ha=0.1083
S 5.32 3.40 2.58
H 4.50 2.29 2.58
C -1.81 -1.21 0.31
C -0.90 -1.10 -0.66
N -0.92 -0.07 -1.71
H -2.24 -0.21 0.73
H -1.72 -2.07 0.87
H -0.39 -2.01 -1.03
H -0.14 0.34 -2.12
H -1.71 0.64 -1.56



The most stable of them is *one*.



*one*
10
Properties=species:S:1:pos:R:3 method="wB97M-V/def2-TZVPD" charge=-1 lumo_energy_ha=0.1261
S 1.08 -2.13 3.14
H 1.85 -3.17 2.86
C -0.71 0.76 -1.73
C 0.26 0.58 0.40
N 0.43 1.08 -0.82
H -0.72 1.43 -2.63
H -1.71 0.90 -1.15
H -0.80 -0.26 -2.05
H 0.94 0.00 0.96
H -0.62 0.80 1.04



*two*
10
Properties=species:S:1:pos:R:3 method="wB97M-V/def2-TZVPD" charge=-1 smiles=NCC[S-] lumo_energy_ha=0.1636
N 0.44 1.37 0.27
C 0.64 -0.06 0.12
C -0.67 -0.80 -0.15
S -1.13 -0.65 -1.91
H 0.04 1.56 1.17
H -0.05 1.64 -0.59
H 1.40 -0.24 -0.66
H 1.18 -0.50 1.01
H -1.33 -0.44 0.64
H -0.51 -1.87 0.11



The most stable of them is *two*.



*one*
9
Properties=species:S:1:pos:R:3 method="wB97M-V/def2-TZVPD" charge=0 smiles="CN(Cl)[N+](=O)[O-]" lumo_energy_ha=0.0118
C -0.19 -0.25 -0.07
N -1.56 -0.03 -0.41
Cl -2.35 -1.49 -0.35
N -2.33 1.03 0.25
O -1.67 2.02 0.42
O -3.49 0.76 0.34
H -0.01 -1.22 0.54
H 0.41 -0.35 -1.01
H 0.32 0.57 0.35



*two*
9
Properties=species:S:1:pos:R:3 method="wB97M-V/def2-TZVPD" charge=0 lumo_energy_ha="-0.0740 / -0.0740"
C 1.40 0.32 0.40
N -1.18 -1.15 -1.33
N 0.12 0.65 0.63
O -0.42 1.69 0.17
O -0.61 -0.17 1.30
Cl -1.72 -1.34 0.09
H 1.84 -0.61 0.59
H 2.18 1.09 0.14
H -1.62 -0.48 -1.98



The most stable of them is *one*.



*one*
9
Properties=species:S:1:pos:R:3 method="wB97M-V/def2-TZVPD" charge=0 lumo_energy_ha="-0.0743 / -0.0581"
C -0.42 0.16 -1.24
N -0.28 -0.49 2.42
N -0.86 -1.04 -0.83
O -0.09 -1.81 -0.11
O -1.98 -1.52 -1.15
Cl -0.69 -1.88 1.80
H -0.98 0.65 -2.02
H 0.53 0.46 -0.61
H 0.57 -0.61 2.90



*two*
9
Properties=species:S:1:pos:R:3 method="wB97M-V/def2-TZVPD" charge=0 lumo_energy_ha=-0.0930
C 1.07 -0.40 0.06
N -0.30 -0.21 0.35
N -0.99 0.95 -0.05
O -0.21 1.92 -0.05
O -2.17 0.99 -0.01
Cl -1.66 -1.83 -0.15
H 1.54 -0.60 1.05
H 1.36 -1.26 -0.75
H 1.36 0.43 -0.45



The most stable of them is *two*.



*one*
15
Properties=species:S:1:pos:R:3 method="wB97M-V/def2-TZVPD" charge=+1 lumo_energy_ha=-0.2034
C -0.26 -2.06 0.29
N -0.46 -0.77 0.83
C 0.60 -0.09 1.60
O 0.85 -2.52 0.01
H -1.21 -2.62 0.12
H -1.39 -0.75 1.16
H 0.77 -0.57 2.59
H 0.32 0.96 1.79
H 1.57 -0.03 1.06
C -0.42 1.93 -1.87
N 0.14 0.93 -1.26
H -1.35 2.35 -1.53
H 0.09 2.31 -2.77
H 1.05 0.47 -1.55
H -0.30 0.44 -0.46



*two*
15
Properties=species:S:1:pos:R:3 method="wB97M-V/def2-TZVPD" charge=+1 lumo_energy_ha=-0.1277
C 0.77 0.33 -0.91
C -0.78 -1.28 -0.46
C 0.71 0.11 0.56
N -0.33 1.09 1.41
N -0.66 -0.01 -1.24
O 0.22 -1.20 0.63
H 0.88 1.31 -1.42
H 1.67 -0.28 -1.26
H -1.76 -1.33 -0.17
H -0.47 -2.23 -0.86
H 1.93 0.09 1.21
H -1.15 1.11 0.81
H -0.22 0.65 2.34
H 0.18 1.93 1.51
H -0.99 -0.28 -2.14



*three*
15
Properties=species:S:1:pos:R:3 method="wB97M-V/def2-TZVPD" charge=+1 lumo_energy_ha=-0.1629
C 1.74 0.31 -0.17
C 3.19 0.21 0.07
C -3.72 -0.15 0.24
N 0.97 -0.71 -0.05
N -2.64 0.39 -0.13
O -0.29 -0.78 -0.25
H 1.30 1.25 -0.47
H 3.53 1.02 0.72
H 3.73 0.33 -0.88
H 3.47 -0.74 0.50
H -3.71 -1.15 0.65
H -4.67 0.37 0.19
H -1.66 -0.08 -0.12
H 1.41 -1.60 0.22
H -2.65 1.33 -0.52



*four*
15
Properties=species:S:1:pos:R:3 method="wB97M-V/def2-TZVPD" charge=+1 smiles=[NH3+][C@@H]1CNCO1 lumo_energy_ha=-0.1337
N 1.42 -0.09 -1.01
C -0.05 0.45 -0.78
C -0.23 1.10 0.62
N -0.85 0.03 1.42
C -0.76 -1.13 0.66
O -0.85 -0.70 -0.70
H 2.07 0.69 -1.15
H 1.52 -0.64 -0.11
H 1.39 -0.71 -1.78
H -0.47 1.08 -1.72
H 0.77 1.25 0.96
H -0.65 2.13 0.44
H -1.84 0.15 1.76
H 0.17 -1.69 0.69
H -1.64 -1.90 0.71



The most stable of them is *one*.



*one*
15
Properties=species:S:1:pos:R:3 method="wB97M-V/def2-TZVPD" charge=+1 lumo_energy_ha=-0.2025
C -2.55 0.50 -0.12
C -1.39 0.22 0.80
C 0.14 0.25 0.43
N 2.11 -1.58 -0.73
N 0.79 1.22 -0.11
O -3.35 -0.44 -0.39
H -2.70 1.41 -0.60
H -1.62 -0.66 1.52
H -1.69 1.14 1.42
H 0.65 -0.68 0.80
H 2.54 -2.18 -0.02
H 2.36 -0.57 -0.52
H 0.50 2.20 -0.40
H 1.72 1.07 -0.45
H 2.49 -1.89 -1.62



*two*
15
Properties=species:S:1:pos:R:3 method="wB97M-V/def2-TZVPD" charge=+1 lumo_energy_ha=-0.2007
C -0.02 -0.57 2.23
N 0.69 -1.16 1.35
H -1.06 -0.34 2.05
H 0.40 -0.24 3.18
H 1.57 -1.57 1.63
H 0.48 -1.13 0.28
C -0.70 1.42 -0.60
C 0.22 0.63 -1.49
N 0.15 -0.81 -1.40
O 0.93 1.14 -2.30
H -1.54 0.80 -0.27
H -1.03 2.31 -1.12
H -0.12 1.78 0.25
H -0.78 -1.10 -1.69
H 0.81 -1.17 -2.09



The most stable of them is *two*.



*one*
15
Properties=species:S:1:pos:R:3 method="wB97M-V/def2-TZVPD" charge=+1 lumo_energy_ha=-0.1733
C -1.51 0.33 0.92
C 1.91 -0.29 0.21
C 0.66 0.51 0.09
N -2.26 0.36 -0.14
N -0.27 0.26 0.90
O 0.57 1.50 -0.73
H -2.06 0.20 1.89
H 1.79 -1.34 -0.26
H 2.85 0.34 -0.16
H 2.03 -0.61 1.34
H -0.01 -2.32 -0.75
H -3.28 0.56 -0.25
H -1.78 0.04 -1.03
H -0.07 -1.34 -1.01
H 1.43 1.81 -1.03



*two*
15
Properties=species:S:1:pos:R:3 method="wB97M-V/def2-TZVPD" charge=+1 lumo_energy_ha=-0.1741
C 2.56 0.25 -0.62
C 1.18 0.03 -0.04
N 0.15 -0.40 -0.97
O 0.91 0.26 1.11
H 2.67 -0.44 -1.47
H 3.32 0.01 0.11
H 2.61 1.27 -1.00
H 0.40 -1.29 -1.39
H 0.17 0.26 -1.75
C -2.94 0.21 0.99
N -1.81 -0.37 1.00
H -3.34 0.69 0.10
H -3.50 0.31 1.91
H -1.26 -0.50 1.84
H -1.12 -0.31 0.16



*three*
15
Properties=species:S:1:pos:R:3 method="wB97M-V/def2-TZVPD" charge=+1 lumo_energy_ha=-0.1416
C 2.05 1.71 -0.52
C -1.31 0.63 -0.90
C 0.64 -0.20 0.29
N 1.31 0.86 -0.15
N -0.81 0.05 0.35
O 0.86 -1.33 -0.55
H 2.73 2.48 -0.77
H -0.27 -2.18 2.01
H -0.98 1.65 -1.08
H -0.96 -0.09 -1.66
H -2.41 0.64 -1.03
H 0.39 -1.78 2.29
H -1.03 0.62 1.21
H -1.22 -0.99 0.35
H 1.01 -2.06 0.16



The most stable of them is *two*.



*one*
7
Properties=species:S:1:pos:R:3 method="wB97M-V/def2-TZVPD" charge=0 lumo_energy_ha="-0.1708 / -0.1708"
C 1.40 -0.08 -0.05
C 2.58 -0.31 -0.16
O -1.83 0.95 -1.22
O -2.06 1.07 1.24
S -1.54 0.41 0.08
Cl -2.18 -1.64 0.07
H 3.62 -0.41 0.03



*two*
7
Properties=species:S:1:pos:R:3 method="wB97M-V/def2-TZVPD" charge=0 lumo_energy_ha=0.0098
C 0.93 0.12 0.37
C -0.24 0.53 0.95
O -1.19 0.80 1.55
O -0.72 -0.71 -1.44
S -0.10 -1.34 0.05
Cl 2.42 0.50 -0.32
H -1.10 0.11 -1.16



*three*
7
Properties=species:S:1:pos:R:3 method="wB97M-V/def2-TZVPD" charge=0 lumo_energy_ha="-0.0359 / -0.0773"
C -0.74 -0.20 -1.40
C -0.01 -0.47 1.63
O 0.64 -1.39 1.88
O 0.83 1.61 -2.43
S 0.62 0.64 -1.38
Cl -0.37 0.93 2.39
H -0.97 -1.11 -0.68



The most stable of them is *two*.



*one*
9
Properties=species:S:1:pos:R:3 method="wB97M-V/def2-TZVPD" charge=-1 smiles="[O-][P@@](=S)(Cl)CO" lumo_energy_ha=0.1316
O -2.88 0.15 -1.79
P -2.71 0.10 -0.30
S -3.49 1.58 0.66
Cl -3.27 -1.63 0.39
C -0.50 -0.34 -0.02
O 0.77 -0.44 0.81
H -0.45 -1.26 -0.61
H -0.12 0.38 -0.90
H 0.79 0.11 1.53



*two*
9
Properties=species:S:1:pos:R:3 method="wB97M-V/def2-TZVPD" charge=-1 lumo_energy_ha="0.0455 / 0.0455"
C 0.05 1.42 0.13
O -1.56 -0.53 -0.81
O 1.52 -2.50 -0.47
P -0.24 -0.36 -0.25
S -0.13 2.73 -1.13
Cl -0.42 -0.94 1.67
H 0.99 1.57 0.64
H 0.64 -2.84 -0.59
H -0.85 1.45 0.81



The most stable of them is *one*.



*one*
19
Properties=species:S:1:pos:R:3 method="wB97M-V/def2-TZVPD" charge=-1 smiles=CN[C@H](C)CC[O-] lumo_energy_ha=0.1386
C 2.75 0.48 0.50
N 1.42 1.01 0.39
C 0.33 0.03 0.25
C 0.63 -1.20 -0.60
C -0.94 0.74 -0.21
C -2.23 -0.02 0.23
O -2.43 -1.19 -0.42
H 3.27 0.28 -0.46
H 2.73 -0.43 1.09
H 3.44 1.20 0.97
H 1.33 1.78 -0.25
H 0.15 -0.37 1.26
H -0.33 -1.67 -0.72
H 1.35 -1.88 -0.16
H 1.07 -0.96 -1.58
H -0.96 1.76 0.20
H -0.97 0.76 -1.31
H -2.18 -0.06 1.35
H -3.08 0.68 0.01



*two*
19
Properties=species:S:1:pos:R:3 method="wB97M-V/def2-TZVPD" charge=-1 smiles=CCCCNC[O-] lumo_energy_ha=0.1312
C 0.08 0.75 2.60
C -0.61 1.23 1.34
C 0.24 1.05 0.06
C 0.24 -0.44 -0.42
N -0.57 -0.63 -1.61
C -0.06 -1.85 -2.48
O 0.25 -1.41 -3.68
H 1.06 1.18 2.68
H -0.42 1.20 3.48
H 0.02 -0.31 2.79
H -1.54 0.73 1.13
H -0.82 2.31 1.40
H 1.28 1.24 0.32
H -0.13 1.67 -0.75
H 1.30 -0.74 -0.57
H -0.05 -1.05 0.43
H -0.19 -0.03 -2.34
H -0.89 -2.59 -2.44
H 0.80 -2.30 -1.93



The most stable of them is *one*.



*one*
19
Properties=species:S:1:pos:R:3 method="wB97M-V/def2-TZVPD" charge=-1 lumo_energy_ha=0.1367
C 2.14 -0.59 -0.79
C 1.37 -0.03 0.37
C -1.30 0.08 0.30
C -1.23 1.23 1.31
N 0.98 -0.79 1.38
C -0.28 -1.08 0.52
O -1.27 0.94 -2.61
H 3.19 -0.46 -0.51
H 1.93 -0.09 -1.74
H 1.87 -1.64 -0.90
H 1.51 1.04 0.55
H -1.22 0.43 -0.76
H -2.29 -0.36 0.47
H -2.15 1.81 1.23
H -0.45 1.94 1.05
H -1.15 0.92 2.35
H -0.84 0.12 -2.89
H -0.76 -1.89 1.09
H -0.06 -1.58 -0.43



*two*
19
Properties=species:S:1:pos:R:3 method="wB97M-V/def2-TZVPD" charge=-1 lumo_energy_ha=0.1613
C -2.07 -0.35 1.11
C -0.84 -0.36 2.06
C 0.05 1.71 1.58
N -0.59 1.02 2.49
H -2.50 -1.33 0.78
H -2.90 0.20 1.60
H -1.68 0.12 0.14
H 0.00 -0.80 1.55
H -1.04 -0.84 3.00
H 0.29 1.24 0.60
H 0.14 2.79 1.83
C 0.66 -0.29 -1.99
O 0.40 0.02 -0.66
C 2.15 -0.58 -2.25
H 0.37 0.60 -2.67
H -0.01 -1.16 -2.36
H 2.32 -1.03 -3.24
H 2.49 -1.29 -1.50
H 2.76 0.31 -2.08



*three*
19
Properties=species:S:1:pos:R:3 method="wB97M-V/def2-TZVPD" charge=-1 lumo_energy_ha=0.1292
C 3.11 0.20 0.02
O 3.91 -0.68 0.59
C 1.68 -0.33 -0.30
C 0.82 0.70 -1.04
C -0.64 0.35 -1.01
C -3.33 -0.83 1.42
N -1.69 1.11 -0.94
H 3.47 0.62 -0.98
H 2.91 1.12 0.64
H 1.78 -1.24 -0.88
H 1.22 -0.60 0.66
H 1.08 0.74 -2.10
H 0.95 1.69 -0.61
H -0.83 -0.73 -1.20
H -1.10 1.13 0.01
H -2.64 -1.12 2.21
H -3.64 -1.70 0.84
H -2.87 -0.08 0.77
H -4.19 -0.38 1.91



The most stable of them is *two*.



*one*
20
Properties=species:S:1:pos:R:3 method="wB97M-V/def2-TZVPD" charge=0 lumo_energy_ha=-0.1183
C 2.33 0.33 0.32
N 2.59 -0.48 -0.80
C 1.45 -0.69 -1.60
C -3.41 -1.19 0.78
C -3.36 0.14 0.44
C -3.87 0.80 -0.66
C 3.56 0.61 1.17
H 1.48 -0.03 0.94
H 1.93 1.30 -0.03
H 1.18 0.21 -2.17
H 1.69 -1.45 -2.34
H 0.54 -0.93 -1.02
H -4.07 -1.93 0.36
H -2.83 -1.51 1.64
H -2.69 0.75 1.05
H -3.44 1.74 -0.95
H -4.60 0.31 -1.29
H 3.28 1.25 2.01
H 3.97 -0.31 1.59
H 4.30 1.10 0.55



*two*
20
Properties=species:S:1:pos:R:3 method="wB97M-V/def2-TZVPD" charge=0 smiles=CCCN1C[C@H]1C lumo_energy_ha=0.0454
C -0.94 2.53 -1.18
C -0.34 1.14 -1.05
C -1.13 0.21 -0.12
N -0.36 -1.01 0.09
C -0.60 -1.76 1.30
C 0.63 -0.94 1.14
C 1.99 -1.51 0.84
H -1.03 3.02 -0.20
H -1.93 2.51 -1.64
H -0.30 3.17 -1.80
H -0.26 0.66 -2.03
H 0.68 1.21 -0.66
H -2.10 -0.05 -0.57
H -1.34 0.73 0.83
H -0.55 -2.85 1.19
H -1.36 -1.40 2.00
H 0.63 -0.02 1.73
H 2.54 -1.75 1.76
H 1.91 -2.42 0.24
H 2.59 -0.78 0.28



The most stable of them is *two*.



*one*
20
Properties=species:S:1:pos:R:3 method="wB97M-V/def2-TZVPD" charge=0 smiles="CC/C(C)=C(/C)N" lumo_energy_ha=0.0400
C -1.27 1.54 1.50
C -1.48 0.46 0.45
C -0.31 -0.46 0.13
C -0.61 -1.93 0.28
C 0.78 -0.05 -0.52
C 1.75 -0.95 -1.21
N 0.97 1.32 -0.80
H -0.82 1.10 2.40
H -0.60 2.34 1.19
H -2.20 2.02 1.80
H -1.86 0.89 -0.49
H -2.29 -0.18 0.80
H -1.21 -2.30 -0.57
H -1.24 -2.15 1.14
H 0.27 -2.56 0.42
H 1.42 -1.12 -2.24
H 1.82 -1.93 -0.73
H 2.74 -0.48 -1.27
H 0.77 1.95 -0.05
H 1.84 1.52 -1.25



*two*
20
Properties=species:S:1:pos:R:3 method="wB97M-V/def2-TZVPD" charge=0 lumo_energy_ha=0.0203
C -2.29 -0.89 -0.17
C -1.01 -0.59 0.59
C -0.72 0.99 0.60
C 0.24 -0.37 -0.13
C 0.38 -0.32 -1.57
C 2.42 0.58 0.44
N 1.50 -0.58 0.61
H -2.52 -1.94 -0.34
H -2.35 -0.32 -1.10
H -3.06 -0.46 0.49
H -0.91 -1.26 1.44
H -0.15 1.22 1.50
H -1.69 1.48 0.87
H -0.38 1.67 -0.17
H 0.00 0.54 -2.10
H 0.64 -1.19 -2.16
H 3.05 0.53 -0.45
H 1.92 1.55 0.42
H 3.04 0.58 1.33
H 1.88 -1.22 -0.09



The most stable of them is *one*.